Below is a molecular structure, C2H3LiNaO2 at a distorted geometry, with properties calculated with ωB97M-V/def2-TZVPD.

Energy   -398.089819 hartree
Total charge   +1
LUMO energy   -4.88 eV
Orbital gap   7.72 eV

```
9
C2H3LiNaO2 (ωB97M-V/def2-TZVPD)
H -1.488 0.111 -0.392
Na -0.144 -2.467 -2.266
H 0.018 -0.021 2.018
C -0.427 0.230 -0.186
C -0.166 0.676 1.204
O 0.336 -0.908 -0.598
Li 2.101 -0.829 -0.492
H -0.204 1.299 -0.481
O -0.027 1.909 1.193
```

---

Below is 2 unconnected molecules or ions with the total composition C3H12N2O2 at a distorted geometry, with properties calculated with ωB97M-V/def2-TZVPD.

Energy   -381.434464 hartree
Total charge   0
LUMO energy   0.67 eV
Orbital gap   9.19 eV
SMILES   NC[C@@H](N)CO.O

```
19
C3H12N2O2 (ωB97M-V/def2-TZVPD)
H -0.346 2.079 1.835
H -0.886 -2.007 -1.410
H -1.985 0.246 1.264
O 2.132 0.940 -0.176
N -0.020 1.028 1.972
H 0.187 0.932 2.978
C -0.367 -0.654 0.106
C -0.714 0.288 -1.098
C -0.843 -0.030 1.471
N -1.026 -1.919 -0.392
H -2.019 -1.786 -0.266
H -0.785 -0.754 2.281
H -1.711 0.103 -1.599
O 0.399 0.023 -2.002
H 2.969 0.566 0.126
H 1.173 0.467 -1.592
H 0.705 -0.917 0.042
H -0.592 1.382 -0.725
H 1.653 1.059 0.690
```

---

Below is a molecular structure, C36H33BiN7, with properties calculated with ωB97M-V/def2-TZVPD.

Energy   -1989.272449 hartree
Total charge   +1
LUMO energy (alpha / beta)   -3.71 / -3.71 eV
Orbital gap (alpha / beta)   4.13 / 4.13 eV

```
77
C36H33BiN7 (ωB97M-V/def2-TZVPD)
N -1.506 -1.028 -3.196
N 4.865 1.718 1.676
C 2.302 1.084 2.375
H -2.127 4.090 2.885
C -3.567 4.090 1.280
H -0.984 1.678 -8.045
C 5.613 -0.266 4.676
C -4.897 2.300 -3.660
H 1.574 -1.387 2.466
C -2.446 3.637 1.956
N 2.558 1.888 1.279
H -0.682 -2.814 -3.794
H 3.334 -5.130 1.423
H -4.803 3.759 -0.454
H 1.173 2.602 -7.282
H 0.131 -1.375 -4.425
H 2.395 -2.238 -3.604
C 1.163 -2.018 0.455
H 2.224 -0.409 4.657
H 4.000 2.772 0.130
H 0.425 1.129 -3.330
H -6.249 -0.458 -2.221
N 1.116 0.703 2.695
C 0.139 1.223 -4.373
H -4.150 4.914 1.669
H -2.451 0.486 -6.453
H 5.785 1.975 1.361
H 4.172 -1.201 5.970
C 1.329 -3.104 -0.421
C -1.080 0.698 -4.809
C -3.928 3.453 0.104
C -5.512 0.179 -2.690
C -0.300 -1.820 -3.534
H -3.407 1.878 -1.267
H 6.819 0.761 3.228
C 3.233 -0.158 4.360
N -2.055 1.974 0.271
H -4.041 -1.357 -2.744
C 3.416 0.624 3.215
C -3.143 2.404 -0.354
H 1.875 2.340 -4.926
C 5.818 0.502 3.551
H -2.896 2.452 -4.401
H 2.232 -5.012 -0.787
C 0.540 2.067 -6.586
H 2.638 -1.564 -1.975
C -4.252 -0.319 -2.970
H -0.302 2.575 3.069
H 0.942 -3.965 -2.355
C -3.298 0.499 -3.584
H -5.153 3.315 -3.931
C 4.714 0.944 2.823
H 2.953 -3.291 3.059
N 0.639 -1.869 -2.453
H -2.025 -1.365 -2.387
C 2.003 -1.533 -2.858
C 2.724 -4.275 1.163
C 4.319 -0.597 5.084
C 1.744 -2.145 1.719
C -1.497 0.880 -6.126
C 3.784 2.149 0.993
C -5.832 1.488 -3.031
C -0.576 2.059 2.152
H -6.820 1.872 -2.811
H 2.036 -0.523 -3.265
Bi -0.126 -0.277 -0.280
C 0.940 1.914 -5.265
C 0.574 -3.143 -1.722
C -0.674 1.551 -7.017
H 6.464 -0.612 5.248
C -1.945 0.011 -3.839
N 0.108 1.038 1.798
C -1.729 2.571 1.418
C -3.631 1.813 -3.932
C 2.516 -3.245 2.069
C 2.112 -4.200 -0.076
H -0.484 -3.337 -1.508
```

---

Looking at energy relative to the best compared isomer or geometry (same formula, charge and spin) for the records above, in order, we have 5.93; 50.48; 37.07 kcal/mol.